No. 1
The following is a DFT calculation (the ωB97M-V functional and the def2-TZVPD basis) of a molecular structure, C33H33N8O3PRhS4 in a non-equilibrium geometry.

Structure (XYZ):
```
83
Properties=species:S:1:pos:R:3:mulliken_charge:R:1
Rh 0.35361 0.05452 0.66594 0.633
S 0.35041 0.22562 3.32424 -0.324
C 2.03751 0.11752 3.53514 0.605
C 2.48061 0.00542 4.86984 -0.289
N 2.79871 -0.10648 5.96534 -0.449
C 2.98031 0.11132 2.50984 0.898
S 2.66931 0.21392 0.83394 -0.539
C 4.34611 -0.02458 2.83294 -0.309
N 5.46371 -0.17578 3.03714 -0.444
S 0.32581 -1.06808 -6.78236 -0.169
C 0.28431 -2.73768 -7.13726 -0.380
C 0.29691 -3.51568 -6.00676 -0.545
C 0.34181 -2.76528 -4.83646 -0.015
C 0.36141 -1.38958 -5.05906 0.286
C 0.38271 -0.34388 -4.09936 0.191
C 0.45531 -0.66058 -2.72526 -0.475
N 0.43551 0.20032 -1.74916 1.122
C 0.35691 1.54252 -2.04116 -0.438
C 0.31871 1.97742 -3.41146 0.658
C 0.26031 3.38512 -3.66926 -1.322
C 0.25841 4.27952 -2.66036 -1.185
C 0.30231 3.86982 -1.28516 0.559
C 0.33261 4.77662 -0.25376 -1.095
C 0.37131 4.32192 1.09464 0.668
C 0.39061 2.93092 1.28634 -1.040
N 0.36161 2.04192 0.31964 0.956
C 0.32751 2.46412 -0.99826 -0.506
C 0.36651 5.21962 2.19564 0.389
C 0.36541 4.94782 3.56214 -0.285
C 0.34331 6.09612 4.35104 -0.688
C 0.32181 7.25342 3.61044 -0.328
S 0.33021 6.95562 1.93084 -0.191
C 0.32801 1.03732 -4.41866 -1.034
H 0.24861 -3.06758 -8.15556 0.468
H 0.27191 -4.58918 -6.02446 0.399
H 0.35161 -3.21888 -3.86376 0.340
H 0.53641 -1.70158 -2.44916 -0.229
H 0.21501 3.70712 -4.69886 0.485
H 0.22141 5.34032 -2.85756 0.491
H 0.33221 5.83482 -0.46026 0.497
H 0.42371 2.54432 2.29834 0.267
H 0.37971 3.95712 3.97914 0.543
H 0.34781 6.08562 5.42644 0.413
H 0.30661 8.26362 3.97084 0.473
H 0.29081 1.35292 -5.44916 0.485
C -2.83249 2.54022 1.84074 -0.577
O -2.47779 1.77672 0.69134 -0.395
P -1.97409 0.24722 0.72204 0.894
O -2.87639 -0.39298 -0.45506 -0.443
C -3.00379 0.18952 -1.74356 -0.534
O -2.78749 -0.24168 2.01594 -0.319
C -3.29379 -1.51798 2.36614 -0.726
H -3.66279 3.18012 1.54724 0.285
H -1.98969 3.15552 2.16024 0.180
H -3.14549 1.89302 2.65674 0.304
H -3.88139 -0.26718 -2.19676 0.319
H -2.12669 -0.02148 -2.35586 0.123
H -3.14609 1.26652 -1.66756 0.313
H -4.17629 -1.33448 2.98184 0.354
H -2.56079 -2.07128 2.96074 0.250
H -3.58769 -2.08668 1.48354 0.370
C 1.69721 -2.71398 0.07604 -1.064
N 1.73061 -4.15458 0.02124 0.166
C 0.53871 -4.65438 -0.64616 -0.073
N -0.66249 -4.22808 0.06134 0.232
C -0.69789 -2.78408 0.10544 -0.296
N 0.48841 -2.20148 0.78604 2.829
C 0.54221 -2.80028 2.14854 -1.321
N 0.58011 -4.24208 2.10874 0.149
C 1.76351 -4.68208 1.37964 -0.739
C -0.60379 -4.74318 1.42614 -0.672
H 1.72061 -2.31638 -0.94036 0.030
H 2.59421 -2.37228 0.60184 0.446
H 0.57341 -5.74518 -0.67836 0.347
H 0.50801 -4.26618 -1.66736 -0.247
H -1.59669 -2.47678 0.64254 -0.431
H -0.75879 -2.39978 -0.91716 -0.137
H -0.33929 -2.48758 2.71664 0.141
H 1.44461 -2.44868 2.65864 0.285
H 1.78191 -5.77368 1.34384 0.342
H 2.66011 -4.31838 1.88764 0.362
H -1.49559 -4.42108 1.96874 0.352
H -0.57209 -5.83448 1.40134 0.353
```

The largest force on an atom is 3.0 eV/Å. The calculation puts the gap between HOMO and LUMO at 0.2154 Eh. Its net charge is +1. The value obtained for the total energy is -3985.61070 Eh.

=====

No. 2
The following is a DFT calculation (the ωB97M-V functional and the def2-TZVPD basis) of 5 unconnected molecules or ions with the total composition C3H18NO4 in a non-equilibrium geometry.

Structure (XYZ):
```
26
Properties=species:S:1:pos:R:3:mulliken_charge:R:1
C 2.26701 -0.22289 1.63452 -1.260
C 0.77065 -0.07013 1.48520 -0.451
N 0.35576 -0.86974 0.24325 -0.086
C -1.02172 -0.60689 -0.21940 -0.744
H 2.60465 -1.14592 2.09518 0.361
H 2.90675 0.19699 0.87307 0.360
H 2.46648 0.45107 2.49153 0.385
H 0.05905 -0.33714 2.26216 0.465
H 0.52710 0.97324 1.29543 0.352
H 0.57904 -1.82850 0.48283 0.370
H 1.03101 -0.59851 -0.54333 0.473
H -1.40386 0.38510 0.03642 0.135
H -1.79831 -1.23946 0.19912 0.396
H -0.97906 -0.41903 -1.28687 0.306
H -1.54334 1.88694 1.43661 0.305
H -1.24906 3.14973 2.44255 0.288
O -0.98797 2.35048 2.04029 -0.587
H 1.54723 0.97584 -2.15757 0.271
H 1.38992 -0.54749 -2.65408 0.366
O 1.06713 0.17454 -2.06704 -0.646
H -3.57613 1.55929 1.07415 0.308
H -4.28488 0.97181 -0.17019 0.294
O -3.43726 1.28344 0.16231 -0.640
H 1.66603 -2.21198 -4.00999 0.331
H 0.08569 -2.13124 -3.76821 0.340
O 0.95806 -2.12954 -3.37792 -0.691
```

The largest force on an atom is 3.3 eV/Å. The calculation puts the gap between HOMO and LUMO at 0.4509 Eh. Its net charge is +1. Its energy relative to the best compared isomer or geometry (same formula, charge and spin) is 43.41 kcal/mol. The value obtained for the total energy is -480.55460 Eh.

=====

No. 3
The following is a DFT calculation (the ωB97M-V functional and the def2-TZVPD basis) of 2 unconnected molecules or ions with the total composition C52H51F6N3O3 in a non-equilibrium geometry.

Structure (XYZ):
```
115
Properties=species:S:1:pos:R:3:mulliken_charge:R:1
C -3.20694 -3.02572 3.01955 -1.044
C -3.20666 -1.49695 2.96155 1.655
C -3.65697 -0.91809 4.30261 -1.963
C -4.04565 -1.05077 1.77039 0.082
C -5.39994 -0.75484 1.92801 -0.580
C -6.24104 -0.72545 0.81867 -1.220
C -5.71084 -0.92673 -0.45558 -0.270
C -4.34552 -1.15271 -0.63557 0.129
C -3.81213 -1.38224 -2.04688 2.739
C -3.66419 -0.06841 -2.80157 -1.526
C -4.61652 -2.43774 -2.79854 -1.616
C -3.49375 -1.12082 0.47517 -0.844
N -2.09208 -1.42167 0.27909 2.077
N -1.80335 -2.65234 -0.21990 -1.682
N -0.45012 -2.71746 -0.27519 1.615
C 0.18497 -3.76703 -1.02358 -0.218
C 1.07115 -3.46052 -2.07654 -0.023
C 0.99625 -2.08834 -2.75395 1.986
C -0.17479 -2.03442 -3.74092 -1.509
C 2.31947 -1.63111 -3.37266 -1.998
C 1.89027 -4.48405 -2.56360 -0.713
C 1.66749 -5.80649 -2.17773 -1.465
C 0.65732 -6.10775 -1.26810 -0.312
C -0.09963 -5.08943 -0.67911 0.587
C -1.16711 -5.44927 0.35080 2.779
C -0.53568 -5.96197 1.64508 -1.450
C -2.21016 -6.40315 -0.22937 -1.511
C 0.11388 -1.55133 0.20853 -1.211
C 1.54350 -1.46928 0.37046 1.385
C 2.31529 -2.61569 0.70487 -0.710
C 3.69070 -2.52896 0.78497 0.368
C 4.47526 -3.77427 1.10268 0.646
F 5.69412 -3.76989 0.48657 -0.286
F 4.69695 -3.92067 2.44770 -0.272
F 3.82723 -4.91379 0.68646 -0.213
C 4.34893 -1.31977 0.56499 -1.437
C 3.59772 -0.18756 0.26226 0.274
C 4.30194 1.10033 -0.05114 0.533
F 3.43886 1.95666 -0.67858 -0.241
F 4.78134 1.74182 1.06546 -0.283
F 5.35008 0.92170 -0.90392 -0.297
C 2.21577 -0.24426 0.16660 -0.875
C -0.91620 -0.64525 0.43700 1.654
C -0.82159 0.71639 0.72422 -2.796
H -2.88574 -3.46266 2.06528 -0.020
H -2.53975 -3.39128 3.80909 0.404
H -4.22485 -3.39260 3.22402 0.296
H -2.19406 -1.12981 2.74970 -0.101
H -3.72772 0.17362 4.26199 0.398
H -4.62515 -1.33401 4.60652 0.365
H -2.92036 -1.18047 5.06941 0.477
H -5.79655 -0.59742 2.93427 0.333
H -7.31238 -0.57942 0.96137 0.367
H -6.36711 -0.91364 -1.32936 0.303
H -2.80666 -1.79166 -1.92865 -1.524
H -3.04525 0.62996 -2.22209 0.363
H -3.17169 -0.25575 -3.76239 0.394
H -4.64101 0.40178 -2.98305 0.342
H -4.61514 -3.37367 -2.22487 0.386
H -5.65568 -2.12144 -2.95522 0.359
H -4.14443 -2.62100 -3.77038 0.435
H 0.78058 -1.34232 -1.97823 -0.505
H -1.09928 -2.42382 -3.29219 0.246
H -0.36853 -0.99569 -4.04808 0.408
H 0.04330 -2.64249 -4.63062 0.353
H 3.13734 -1.70667 -2.64062 0.366
H 2.56117 -2.23728 -4.25724 0.410
H 2.24487 -0.57453 -3.67426 0.423
H 2.66745 -4.26936 -3.30185 0.371
H 2.26599 -6.60663 -2.62167 0.398
H 0.44308 -7.14825 -1.00559 0.373
H -1.70676 -4.52888 0.58448 -1.676
H 0.22748 -5.25160 1.99751 0.322
H -1.29098 -6.06785 2.43780 0.407
H -0.05655 -6.93810 1.47311 0.343
H -2.70618 -5.91736 -1.07909 0.360
H -1.73848 -7.33143 -0.57718 0.298
H -2.97203 -6.64245 0.52420 0.426
H 1.82105 -3.56761 0.88359 0.648
H 5.42783 -1.25105 0.62098 0.548
H 1.62436 0.61965 -0.11631 1.052
H 0.15659 1.12242 0.93713 0.706
H -1.73251 1.30237 0.80261 0.257
C 0.98691 8.34719 5.74099 -0.804
O 2.18234 7.82905 5.12909 -0.447
C 2.08859 6.87122 4.16979 0.883
C 0.86789 6.38704 3.63531 -0.531
C 0.89641 5.47477 2.59410 -0.127
C 2.10043 4.96397 2.08410 -0.318
C 2.21875 4.17382 0.86098 -0.816
C 2.17127 4.73742 -0.37857 0.901
C 3.12737 4.53879 -1.53162 0.357
O 4.31779 4.26390 -1.51180 -0.639
C 2.40448 5.06243 -2.71602 0.338
C 1.40592 5.93533 -2.26793 0.018
C 0.78911 6.81212 -3.15034 -0.377
C 1.11354 6.73098 -4.51214 -0.496
C 2.04851 5.77826 -4.97708 -0.477
C 2.73369 4.96196 -4.06774 -0.554
C 1.24542 5.83909 -0.78470 0.169
O 0.53822 6.55944 -0.09393 -0.668
C 3.29442 5.33817 2.74504 -0.463
C 3.31074 6.32633 3.70097 -0.719
H 1.35143 9.04562 6.49092 0.237
H 0.38035 8.88245 5.00439 0.332
H 0.40832 7.54269 6.20822 0.330
H -0.08792 6.76483 4.01037 0.325
H -0.04916 5.14904 2.17372 0.434
H 2.64434 3.18726 0.96249 0.507
H 0.09318 7.54861 -2.75153 0.480
H 0.64436 7.40928 -5.22627 0.370
H 2.24625 5.68267 -6.04757 0.384
H 3.50505 4.25618 -4.37736 0.458
H 4.21810 4.86914 2.40825 0.446
H 4.23999 6.70863 4.12047 0.414
```

The largest force on an atom is 3.4 eV/Å. The calculation puts the gap between HOMO and LUMO at 0.2164 Eh. Its net charge is 0. Its energy relative to the best compared isomer or geometry (same formula, charge and spin) is 0.00 kcal/mol. The value obtained for the total energy is -3001.21073 Eh.

=====

No. 4
The following is a DFT calculation (the ωB97M-V functional and the def2-TZVPD basis) of 2 unconnected molecules or ions with the total composition C2H4NO2 in a non-equilibrium geometry.

Structure (XYZ):
```
9
Properties=species:S:1:pos:R:3:mulliken_charge:R:1
C -0.50551 -0.21382 -0.05621 0.184
C -0.76486 1.12275 -0.60835 -0.900
N 1.83650 -2.15388 1.34449 0.673
O 2.77759 -1.61139 1.31395 0.190
O 0.56816 -0.56269 0.40958 -0.432
H -1.35175 -0.91653 -0.09468 0.367
H -0.94537 1.01501 -1.68220 0.300
H 0.07192 1.79692 -0.44223 0.303
H -1.68669 1.52363 -0.18434 0.313
```

The largest force on an atom is 3.0 eV/Å. The calculation puts the gap between HOMO and LUMO at 0.2698 Eh. Its net charge is +1. Its energy relative to the best compared isomer or geometry (same formula, charge and spin) is 65.27 kcal/mol. The value obtained for the total energy is -283.45215 Eh.

=====

No. 5
The following is a DFT calculation (the ωB97M-V functional and the def2-TZVPD basis) of a molecular structure, C25H42Cl2InO2P2 in a non-equilibrium geometry.

Structure (XYZ):
```
74
Properties=species:S:1:pos:R:3:mulliken_charge:R:1
In -0.64014 -1.17363 1.18183 0.858
C -2.27517 0.27532 3.46858 0.222
C -3.19193 0.46555 2.38574 0.612
C -3.03295 -1.81146 2.79465 0.402
C -2.17070 -1.13112 3.72596 0.373
C -3.67402 -0.81859 1.98603 0.374
C -1.42348 1.31167 4.10552 -1.498
H -1.20695 2.14262 3.41581 0.296
H -0.45939 0.88220 4.42156 0.307
H -1.90763 1.73561 5.00689 0.281
C -1.33925 -1.77646 4.75947 -0.972
H -0.56880 -1.09233 5.14255 0.299
H -0.82170 -2.66764 4.36627 0.118
H -1.98942 -2.07998 5.59999 0.283
C -3.22832 -3.27318 2.70202 -1.025
H -4.01156 -3.56588 3.42518 0.306
H -2.30360 -3.82580 2.92921 0.165
H -3.55785 -3.58106 1.69665 0.284
C -4.55696 -1.11454 0.82832 -1.439
H -5.61963 -1.15747 1.13812 0.296
H -4.30704 -2.09102 0.38161 0.282
H -4.46566 -0.35323 0.03788 0.301
C -3.44115 1.73836 1.66954 -1.314
H -4.36331 2.24477 2.03156 0.274
H -3.57285 1.56887 0.58455 0.265
H -2.60493 2.44422 1.79905 0.288
C 3.96635 2.18643 -2.34223 -0.274
C 3.27630 3.25314 -1.92618 -0.716
C 2.58203 4.26209 -2.79272 -0.592
C 2.15411 3.77828 -4.19683 -0.980
C 1.27357 2.56164 -4.22145 -0.084
C 1.64029 1.27764 -4.21699 -0.718
C 3.04466 0.74810 -4.26644 -0.391
C 4.14699 1.69824 -3.75052 -1.035
H 3.23893 5.14164 -2.92657 0.351
H 3.04878 3.66680 -4.82376 0.269
H 1.68914 4.64446 -2.26563 0.283
H 4.27913 2.51580 -4.47101 0.312
H 4.53780 1.61717 -1.59179 0.392
H 3.32018 3.51583 -0.85975 0.852
H 5.09362 1.12924 -3.77908 0.427
H 3.09907 -0.19863 -3.69926 0.296
H 0.85459 0.51138 -4.31836 0.551
H 3.29318 0.47864 -5.30940 0.417
H 1.58046 4.60416 -4.65320 0.433
H 0.19856 2.79119 -4.31796 0.355
P 1.20494 0.43846 0.49236 0.476
C 2.59766 0.02305 1.58276 -1.073
C 0.81740 2.20728 0.45749 -0.526
P -0.62153 -0.96238 -1.37431 0.452
C 1.15384 -0.31513 -1.22108 0.343
C -1.69789 0.29205 -2.12153 -0.876
C -0.88359 -2.63566 -2.03369 -1.089
H 2.54487 -1.04310 1.87468 0.270
H 2.54122 0.62959 2.50732 0.420
H 3.57060 0.21217 1.08330 0.355
H 1.47901 2.76899 -0.24243 -0.166
H 0.93153 2.63832 1.46804 0.463
H -0.22795 2.36989 0.14393 0.226
H -0.43687 -2.74238 -3.04314 0.400
H -1.96974 -2.83642 -2.10046 0.415
H -0.42837 -3.38154 -1.35436 0.287
H 1.83819 -1.18724 -1.24877 0.601
H 1.36699 0.43771 -2.00178 -0.978
H -2.70528 -0.13075 -2.28574 0.441
H -1.29489 0.64891 -3.09658 0.288
H -1.80187 1.16393 -1.45205 0.204
Cl 0.40700 -5.43150 3.69267 -0.127
C 1.12319 -5.11259 2.07997 0.144
Cl 0.63736 -6.33736 0.88310 -0.150
C 0.78427 -3.68559 1.53744 0.247
O 1.33215 -3.31868 0.49159 -0.606
O -0.06265 -2.99063 2.24283 -0.548
H 2.21708 -5.19842 2.18304 0.325
```

The largest force on an atom is 3.7 eV/Å. The calculation puts the gap between HOMO and LUMO (spin up / spin down) at 0.1872 / 0.1895 Eh. Its net charge is +1. Its energy relative to the best compared isomer or geometry (same formula, charge and spin) is 0.00 kcal/mol. The value obtained for the total energy is -2921.18715 Eh.